DFT (the ωB97M-V functional and the def2-TZVPD basis) results for a 9-piece molecular cluster, C39H80N10O12S overall.

XYZ file:
```
142
Properties=species:S:1:pos:R:3
S -0.8669 -2.8842 -3.5188
O 2.7150 0.4854 4.3370
O -3.3546 3.3247 2.2918
O -3.1079 0.6254 -6.4609
O -5.1580 -1.4771 -2.7596
O -1.1852 -3.8961 -2.5467
O -5.5240 6.4289 -1.1334
O 0.6374 3.3917 -0.3026
O -4.7466 2.2349 0.9571
O 11.3659 -1.8070 5.0699
O 0.2185 -5.1635 4.6062
O 5.8743 -2.4801 4.9118
O -0.3804 -3.3713 -4.7811
N 2.4958 -1.7157 3.8414
N -2.0677 0.9804 -8.4425
N -5.6360 6.8127 1.1023
N -1.6317 -5.0047 5.9058
N 7.0712 -0.8827 3.8260
N 1.3592 3.9779 1.7757
N -6.6878 -3.0367 -3.3607
N 11.9685 -3.3515 3.5127
N 0.1332 -1.4620 -0.2476
N 3.3232 -0.6038 -3.9989
C 2.6621 -3.1078 4.2338
C -2.3191 -4.1864 4.9201
C -4.5064 1.2760 -0.0975
C -3.2732 0.9518 2.4586
C 8.2623 -1.1281 4.6271
C 1.0211 4.4927 3.0884
C -2.3049 -5.3416 7.1435
C 2.7422 3.6334 1.4962
C -7.5631 -4.1256 -2.9726
C -6.6473 -2.6180 -4.7532
C -3.7802 2.2640 1.9048
C 0.4273 3.8172 0.8220
C 0.7530 -0.5464 -3.5684
C -5.6194 7.7684 2.1889
C 0.4731 2.0144 -3.6341
C -2.6614 0.2096 -7.5151
C -5.7894 5.3965 1.4017
C 1.9621 -1.4022 2.5267
C 2.8209 -0.6938 4.6432
C -5.5131 7.1883 -0.1835
C 10.8566 -4.2292 3.8424
C -4.8272 1.9490 -1.4301
C -5.9085 -2.3959 -2.4763
C -2.0144 1.8855 -4.1318
C 5.9679 -1.6111 4.0628
C -0.3826 -5.4233 5.6310
C -0.8692 2.7499 -3.5515
C 7.1064 0.1376 2.7987
C 2.1857 -0.5402 -3.8767
C -2.3019 -1.9036 -3.7406
C 0.4508 -1.8773 -2.7940
C 0.4775 0.7418 -2.7526
C -3.0537 1.4107 -3.1125
C -3.5651 2.4724 -2.1367
C 12.1072 -2.1939 4.1871
C -1.5486 0.4373 -9.6824
C -1.9465 2.4068 -8.1834
C 0.2753 -1.6564 -1.3695
C 12.8952 -3.7496 2.4723
H 2.6828 -0.7992 1.9706
H 1.7538 -2.3159 1.9785
H -5.4977 8.7760 1.7961
H 13.3738 -4.6953 2.7343
H 6.1417 0.1942 2.2985
H -3.3096 -3.9319 5.2885
H -2.0483 0.9005 -10.5353
H -3.1719 1.0921 3.5294
H 12.3685 -3.8725 1.5239
H -3.9431 0.1309 2.2230
H 0.0586 -6.0356 6.4354
H -6.6858 5.0241 0.9020
H -2.1069 -0.9222 -4.1620
H -2.7987 2.6585 -1.3845
H -5.6370 -2.7246 -5.1486
H 13.6642 -2.9900 2.3500
H 10.8945 -5.1133 3.2117
H -3.9203 1.0653 -3.6787
H 1.6992 -3.6155 4.2102
H 1.2794 0.8289 -2.0233
H 1.5721 5.4153 3.2842
H -4.9380 4.8320 1.0327
H -1.0546 3.1064 -2.5424
H 5.1258 -1.3468 3.4005
H -1.5485 0.9972 -4.5523
H 3.3455 3.8343 2.3770
H -1.4478 2.8862 -9.0215
H 3.2228 -1.0142 5.6181
H -8.6004 -3.8741 -3.2007
H 1.2759 3.7581 3.8547
H -7.4734 -4.3108 -1.9046
H -1.3703 2.5756 -7.2730
H 8.5804 -2.1612 4.5109
H 7.8749 -0.0976 2.0590
H -2.8366 -1.8255 -2.8006
H -0.4636 0.6844 -2.2123
H 3.0762 -3.1643 5.2373
H -7.3302 -3.2309 -5.3353
H -2.9340 2.8484 -8.0459
H 3.3480 -3.6031 3.5443
H 0.7178 1.7884 -4.6730
H -2.5622 -4.4339 7.6930
H -2.4081 -4.7287 3.9785
H 12.9857 -1.6104 3.8616
H -5.8804 5.2444 2.4739
H 10.9101 -4.5265 4.8899
H -6.5559 7.7203 2.7492
H -7.2932 -5.0355 -3.5113
H -5.5318 2.7555 -1.2355
H -6.9343 -1.5699 -4.8383
H -6.0074 -2.7803 -1.4478
H 1.3276 -2.5163 -2.9080
H 8.0442 -0.9598 5.6814
H -1.7185 -0.6365 -9.7169
H 1.2304 2.7005 -3.2560
H -2.7164 0.5539 -2.5269
H 7.3297 1.1104 3.2413
H -1.7547 -3.2727 4.7313
H -0.5795 4.1158 1.1599
H -0.4761 0.6259 -9.7569
H -2.7040 -0.8564 -7.7971
H 3.1103 4.2231 0.6553
H 1.0442 -0.8236 2.6259
H -5.1602 0.4159 0.0539
H -2.2879 0.7666 2.0349
H 2.8231 2.5779 1.2355
H 0.2139 -0.5219 -4.5157
H -0.7565 3.6277 -4.1919
H 9.9102 -3.7142 3.6851
H -2.5343 2.4090 -4.9238
H -5.4013 8.2804 -0.3052
H -1.6547 -5.9541 7.7643
H -3.2204 -5.8993 6.9361
H -3.8255 3.3896 -2.6626
H -5.3342 1.2030 -2.0394
H -0.0457 4.7012 3.1406
H -3.4752 0.9242 -0.1008
H -4.7920 7.5530 2.8681
H 9.0643 -0.4672 4.3135
H -2.9512 -2.4351 -4.4313
```

Summary:
max |F|: 1.8 eV/A
HOMO-LUMO gap: 8.976 eV
net charge: 0
structure (SMILES): CC(=O)OCCCCCCCC[C@@H](C#N)[C@@H](C#N)S(C)(=O)=O.CN(C)C=O.CN(C)C=O.CN(C)C=O.CN(C)C=O.CN(C)C=O.CN(C)C=O.CN(C)C=O.CN(C)C=O
energy relative to the best compared isomer or geometry (same formula, charge and spin): 0.00 kcal/mol
molar mass: 913.19 g mol⁻¹

Atomic partial charges in e from the Löwdin method, atoms 1 to 6: S 0.635; O -0.022; O 0.091; O 0.004; O -0.003; O -0.302